No. 1
The following is a quantum chemistry calculation of a 3-piece molecular cluster, C6H9N3 overall at a distorted geometry, from the Open Molecules 2025 dataset.

Bonds (Å) are listed after each position.
Positions of all 18 atoms, in Å:
1 C -2.705 -0.438 -1.439  C2 1.547, H4 0.990, H5 1.128, H6 1.094
2 C -1.507 0.520 -1.642  C1 1.547, N3 1.149
3 N -0.676 1.298 -1.798  C2 1.149
4 H -2.663 -0.932 -2.296  C1 0.990
5 H -2.739 -1.017 -0.471  C1 1.128
6 H -3.651 0.090 -1.287  C1 1.094
7 C 2.572 1.204 -0.235  C8 1.552, H10 1.018, H11 1.059, H12 1.027
8 C 2.603 1.113 1.314  C7 1.552, N9 1.130
9 N 2.654 1.059 2.441  C8 1.130
10 H 3.397 1.567 -0.708  C7 1.018
11 H 2.238 0.221 -0.444  C7 1.059
12 H 1.850 1.792 -0.670  C7 1.027
13 C 0.096 -1.314 0.964  C14 1.508, H16 1.044, H17 1.156, H18 1.077
14 C -0.977 -0.673 1.808  C13 1.508, N15 1.111
15 N -1.801 -0.184 2.371  C14 1.111
16 H -0.015 -2.343 0.821  C13 1.044
17 H 0.239 -0.822 -0.072  C13 1.156
18 H 1.089 -1.140 1.342  C13 1.077

E_HOMO	-0.4398	Ha
spin multiplicity	1
electronic energy	-10835.7465	eV
SMILES string	CC#N.CC#N.CC#N
energy relative to the best compared isomer or geometry (same formula, charge and spin)	181.42	kJ/mol

---

No. 2
The following is a quantum chemistry calculation of one molecule with the formula C6H9N3 at a distorted geometry, from the Open Molecules 2025 dataset.

Bonds (Å) are listed after each position.
Positions of all 18 atoms, in Å:
1 C -0.029 1.306 -0.592  H7 1.094, H8 1.070, H9 1.134, N16 1.468
2 C 1.801 -1.060 -0.350  C3 1.484, H10 1.102, N17 1.292
3 C 2.615 0.033 0.239  C2 1.484, N18 1.193
4 C -1.661 -0.372 -0.279  C5 1.449, C6 1.507, H11 1.091, N16 1.393
5 C -2.468 -0.508 0.917  C4 1.449, C6 1.480, H12 1.097, H13 1.051
6 C -2.727 0.648 0.029  C4 1.507, C5 1.480, H14 1.056, H15 1.076
7 H 0.559 1.351 -1.514  C1 1.094
8 H -0.916 1.904 -0.589  C1 1.070
9 H 0.595 1.881 0.160  C1 1.134
10 H 2.306 -2.013 -0.573  C2 1.102
11 H -1.853 -1.108 -1.061  C4 1.091
12 H -3.230 -1.271 1.114  C5 1.097
13 H -1.958 -0.207 1.785  C5 1.051
14 H -2.458 1.657 0.189  C6 1.056
15 H -3.610 0.585 -0.582  C6 1.076
16 N -0.303 -0.076 -0.179  C1 1.468, C4 1.393, N17 1.349
17 N 0.510 -1.137 -0.352  C2 1.292, N16 1.349
18 N 3.418 0.776 0.714  C3 1.193

E_HOMO	-0.3200	Ha
spin multiplicity	1
electronic energy	-10834.5560	eV
SMILES string	CN(/N=C\C#N)C1CC1
energy relative to the best compared isomer or geometry (same formula, charge and spin)	296.29	kJ/mol

---

No. 3
The following is a quantum chemistry calculation of one molecule with the formula C6H9N3 at a distorted geometry, from the Open Molecules 2025 dataset.

Bonds (Å) are listed after each position.
Positions of all 18 atoms, in Å:
1 C 1.522 -0.320 -0.863  N2 1.450, H5 1.100, H6 1.116, H7 1.115
2 N 0.496 -1.010 -0.107  C1 1.450, C3 1.446, C4 1.393
3 C 0.595 -0.781 1.317  N2 1.446, H8 1.101, H9 1.111, H10 1.118
4 C -0.490 -1.808 -0.685  N2 1.393, H11 1.124, H12 1.116, C13 1.867
5 H 2.331 -0.034 -0.175  C1 1.100
6 H 1.918 -1.023 -1.634  C1 1.116
7 H 1.185 0.610 -1.378  C1 1.115
8 H 1.598 -0.388 1.542  C3 1.101
9 H -0.144 -0.061 1.729  C3 1.111
10 H 0.456 -1.761 1.835  C3 1.118
11 H -1.406 -1.869 -0.035  C4 1.124
12 H -0.643 -1.566 -1.764  C4 1.116
13 C -0.888 -3.606 -0.988  C4 1.867, C14 1.432, C16 1.452, H18 1.126
14 C 0.105 -4.251 -1.793  C13 1.432, N15 1.165
15 N 0.992 -4.711 -2.392  C14 1.165
16 C -2.205 -3.900 -1.524  C13 1.452, N17 1.177
17 N -3.309 -4.071 -1.894  C16 1.177
18 H -0.838 -4.003 0.065  C13 1.126

E_HOMO	-0.3229	Ha
spin multiplicity	1
electronic energy	-10834.9273	eV
SMILES string	CN(C)CC(C#N)C#N
energy relative to the best compared isomer or geometry (same formula, charge and spin)	260.46	kJ/mol

---

No. 4
The following is a quantum chemistry calculation of one molecule with the formula C6H9N3O2S at a distorted geometry, from the Open Molecules 2025 dataset.

Bonds (Å) are listed after each position.
Positions of all 21 atoms, in Å:
1 C 2.343 -0.846 0.841  C2 1.317, N8 1.346, H13 1.074
2 C 1.385 -0.493 0.009  C1 1.317, C3 1.410, C4 1.530
3 C 1.606 0.828 -0.432  C2 1.410, C5 1.434, N7 1.310
4 C 0.160 -1.069 -0.703  C2 1.530, N9 1.425, H14 1.071, H15 1.084
5 C 0.703 1.545 -1.284  C3 1.434, H16 1.115, H17 1.026
6 C -3.117 -0.654 0.190  S12 1.814, H18 1.044, H19 1.139, H20 1.134
7 N 2.569 1.345 0.289  C3 1.310, N8 1.335
8 N 3.039 0.299 0.972  C1 1.346, N7 1.335, H21 0.980
9 N -0.721 -0.007 -1.059  C4 1.425, S12 1.708
10 O -2.064 1.839 0.115  S12 1.465
11 O -0.844 0.061 1.413  S12 1.447
12 S -1.672 0.438 0.288  C6 1.814, N9 1.708, O10 1.465, O11 1.447
13 H 2.253 -1.683 1.509  C1 1.074
14 H 0.556 -1.664 -1.501  C4 1.071
15 H -0.470 -1.688 -0.074  C4 1.084
16 H 0.171 2.325 -0.690  C5 1.115
17 H 0.853 1.613 -2.297  C5 1.026
18 H -2.878 -1.670 0.169  C6 1.044
19 H -3.675 -0.431 1.158  C6 1.139
20 H -3.865 -0.437 -0.634  C6 1.134
21 H 3.669 0.348 1.721  N8 0.980

E_HOMO	-0.3357	Ha
spin multiplicity	1
electronic energy	-25764.0518	eV
energy relative to the best compared isomer or geometry (same formula, charge and spin)	468.33	kJ/mol

---

Among the records above, which one has the highest E_HOMO? number 2